DFT (the ωB97M-V functional and the def2-TZVPD basis) results for a structure of composition C28H64N4O12V.

Each line ends with the Mulliken charge.
CARTESIAN COORDINATES (ANGSTROEM)
O  0.495  0.975  3.223  -0.498
V  -0.711  1.986  3.328  0.893
O  -1.881  1.267  2.551  -0.438
C  -2.244  2.622  5.493  0.955
O  -2.981  2.841  6.447  -0.440
O  -2.200  3.474  4.559  -0.532
O  -1.430  1.658  5.346  -0.576
C  -3.491  -0.018  -0.594  -0.727
O  -2.918  -1.335  -0.844  -0.453
C  -2.496  -1.967  0.348  0.080
C  -2.394  -3.525  0.239  -1.153
N  -1.444  -3.904  -0.770  0.061
C  -1.825  -5.287  -1.117  -0.811
C  -0.927  -5.835  -2.277  -0.450
O  -0.948  -4.993  -3.409  -0.384
C  0.169  -5.138  -4.319  -0.704
H  -3.694  0.558  -1.497  0.207
H  -2.819  0.556  0.043  0.214
H  -4.397  -0.182  -0.010  0.469
H  -3.091  -1.642  1.201  0.534
H  -1.473  -1.618  0.488  -0.246
H  -3.410  -3.876  0.059  0.604
H  -2.093  -4.015  1.165  0.385
H  -1.442  -3.323  -1.596  0.149
H  -2.849  -5.316  -1.491  0.383
H  -1.655  -5.907  -0.237  0.399
H  -1.261  -6.844  -2.519  0.413
H  0.130  -5.931  -2.029  0.186
H  0.019  -4.627  -5.270  0.282
H  0.320  -6.208  -4.466  0.328
H  1.137  -4.746  -4.009  0.237
C  1.675  3.441  5.150  -1.002
O  0.788  3.522  3.989  -0.035
C  1.327  4.398  2.976  -1.011
C  1.070  3.660  1.642  -0.553
N  -0.365  3.264  1.455  2.134
C  -1.289  4.377  1.519  -0.839
C  -2.684  3.970  0.967  -1.366
O  -2.647  3.618  -0.421  -0.016
C  -3.894  3.619  -1.113  -0.785
H  1.573  2.445  5.581  0.251
H  1.236  4.044  5.944  0.301
H  2.729  3.698  5.040  0.439
H  2.326  4.785  3.174  0.514
H  0.752  5.324  2.975  0.341
H  1.763  2.819  1.641  0.201
H  1.400  4.248  0.785  0.505
H  -0.512  2.998  0.492  -0.933
H  -0.917  5.245  0.974  0.448
H  -1.398  4.703  2.553  0.494
H  -3.285  4.873  1.077  0.544
H  -3.208  3.238  1.582  0.462
H  -3.827  3.427  -2.183  0.099
H  -4.350  4.607  -1.039  0.345
H  -4.554  2.841  -0.729  0.339
C  0.136  0.638  -0.640  -0.724
O  0.307  1.939  -1.004  -0.077
C  0.593  2.161  -2.404  -0.651
C  0.841  3.715  -2.480  -0.944
N  -0.449  4.456  -2.481  0.075
C  -0.755  5.025  -3.787  -1.082
C  -1.183  4.023  -4.814  -0.381
O  -2.543  3.782  -4.764  -0.325
C  -3.120  2.632  -5.371  -0.801
H  -0.132  0.650  0.416  -0.152
H  1.111  0.157  -0.720  0.349
H  -0.696  0.191  -1.184  0.355
H  -0.267  1.883  -3.013  0.386
H  1.415  1.538  -2.756  0.422
H  1.405  4.048  -3.352  0.509
H  1.361  4.093  -1.600  0.223
H  -1.213  3.955  -2.050  -0.083
H  0.111  5.650  -4.001  0.576
H  -1.570  5.735  -3.646  0.390
H  -0.562  3.128  -4.775  0.342
H  -0.780  4.435  -5.739  0.435
H  -4.209  2.654  -5.355  0.257
H  -2.850  1.744  -4.798  0.278
H  -2.784  2.447  -6.391  0.396
C  3.761  -2.292  -0.751  -1.712
C  3.285  -3.556  0.006  1.284
C  4.392  -4.129  0.892  -1.236
C  4.532  -3.537  2.284  -0.638
C  3.153  -3.474  2.910  -1.454
C  2.088  -2.755  2.108  1.719
N  2.023  -3.322  0.733  0.607
O  1.084  -2.710  -0.027  -0.285
C  0.786  -3.004  2.873  -1.797
C  2.407  -1.170  2.222  -1.299
C  3.019  -4.701  -1.091  -1.701
H  4.046  -1.470  -0.094  0.342
H  2.996  -1.819  -1.367  0.250
H  4.670  -2.435  -1.333  0.464
H  4.260  -5.210  0.950  0.425
H  5.362  -3.969  0.421  0.351
H  5.021  -2.565  2.226  0.339
H  5.153  -4.101  2.981  0.434
H  3.288  -3.075  3.915  0.334
H  2.688  -4.453  3.019  0.436
H  0.517  -4.060  2.893  0.430
H  0.827  -2.583  3.878  0.462
H  -0.059  -2.540  2.365  0.106
H  2.150  -0.853  3.233  0.551
H  3.465  -0.957  2.073  0.301
H  1.871  -0.587  1.473  -0.248
H  2.639  -5.583  -0.577  0.500
H  3.842  -4.977  -1.752  0.387
H  2.265  -4.282  -1.757  0.201
H  0.394  -3.376  -0.060  0.433

Forces on the atoms, in the same order (eV/Å):
O -0.3 0.2 0.2
V -0.5 -1.2 -0.5
O -0.2 0.2 0.1
C 2.4 -0.4 -2.0
O -1.2 0.1 1.4
O -0.7 1.2 -0.5
O 0.4 -0.6 0.1
C 0.5 -1.2 0.9
O -1.0 0.5 -0.9
C 1.3 -0.5 0.4
C -0.9 2.4 0.0
N -0.1 -1.5 0.1
C 2.1 0.4 -2.1
C 0.5 0.1 0.5
O 0.1 1.1 -1.0
C -0.4 -0.7 0.6
H 0.1 -0.6 -0.2
H 0.2 0.2 0.0
H -0.3 0.2 -0.1
H -0.2 -0.2 0.1
H 0.2 0.1 0.6
H -0.3 -0.3 -0.4
H 0.1 0.5 0.4
H -0.4 0.1 -0.1
H -0.3 -0.2 0.3
H -0.3 -0.2 -0.1
H -0.3 -0.2 -0.2
H 0.1 0.0 0.8
H -0.8 -0.2 0.1
H 0.0 -0.1 -0.4
H -0.1 0.2 1.0
C -1.7 -0.6 1.2
O 2.1 1.0 0.5
C -2.0 0.2 -1.0
C 0.9 0.6 -0.2
N 1.3 0.1 1.7
C -1.3 0.3 0.1
C -0.3 1.1 -0.1
O 0.6 -0.3 -0.2
C -0.2 0.2 0.6
H 0.2 -0.3 -0.5
H 0.1 0.5 -0.2
H -0.3 0.0 -0.8
H 0.3 -1.0 -0.2
H -0.4 0.1 0.2
H -0.6 -0.5 -0.1
H -0.1 0.5 0.0
H 0.7 -1.4 -0.3
H 0.1 0.0 -0.4
H -0.4 0.0 0.1
H -0.2 0.3 -0.1
H 0.4 -0.5 -0.1
H 0.9 -0.1 0.0
H -0.3 0.1 0.3
H -0.2 0.1 0.3
C 0.0 -1.1 0.9
O 0.3 2.5 -1.5
C 0.2 1.4 1.1
C -1.7 -0.5 0.2
N 0.9 0.2 -0.1
C -0.7 0.1 1.9
C 1.9 -0.1 -1.4
O -1.5 0.3 0.1
C 0.9 -0.5 0.3
H -0.1 -0.2 0.1
H -0.2 -0.9 -0.2
H 0.2 -0.6 -0.2
H -0.3 0.1 0.0
H 0.4 0.0 0.3
H 0.1 -0.4 -0.1
H 0.5 -0.6 0.1
H 0.0 -0.1 0.0
H 0.0 -0.3 -0.8
H -0.2 0.1 -0.1
H -0.2 -0.6 0.6
H -0.9 0.2 -1.0
H 0.1 0.6 0.1
H 0.2 -0.2 0.1
H 0.1 0.3 -0.2
C 0.2 0.7 0.4
C 0.3 -0.4 -1.7
C 0.8 -0.1 0.5
C -0.8 -0.1 0.0
C 0.2 -0.3 0.1
C 0.6 2.2 0.4
N 2.1 -1.5 2.5
O -0.7 1.1 -0.9
C -0.7 0.2 -0.9
C -0.1 -1.4 -0.6
C -0.7 1.4 0.6
H 0.0 -0.1 0.6
H -0.2 -0.5 -0.2
H -0.2 -0.5 -0.3
H -0.1 -0.1 0.2
H -0.1 -0.1 -0.6
H -0.3 0.3 0.0
H 0.3 -0.4 -0.4
H -0.6 0.3 0.1
H 0.7 -0.6 0.2
H 0.3 -0.2 0.2
H 0.1 -0.2 0.0
H 0.0 0.4 0.0
H -0.1 0.1 -0.2
H 0.1 -0.2 0.0
H -0.3 -0.1 0.2
H -0.1 0.0 -0.1
H 0.4 0.2 0.4
H -0.3 -0.3 0.0
H -0.9 -0.1 -0.6

2S+1: 2
expectation value of S²: 0.759
E_tot: -86285.5608 eV
maximum force: 3.6 eV/Å